55
Properties=species:S:1:pos:R:3 method="wB97M-V/def2-TZVPD" homo_ha=-0.071 orbital_gap_ev=6.502 e_above_lowest_kcal_mol=0.00 total_charge=-2
H -4.69 1.14 4.21
H -4.57 -0.58 3.83
H -5.52 1.87 -0.79
H 3.05 1.43 -4.54
C 3.16 -0.14 4.90
C 1.82 0.39 2.97
O 0.57 1.33 1.21
O -1.15 -1.12 -1.39
C 0.03 -2.49 0.19
H 1.61 1.09 -5.50
C -5.34 1.16 1.19
N 1.69 0.75 1.60
C 3.07 0.20 3.55
H -0.14 -0.21 5.65
H -0.30 0.38 3.26
N 2.69 0.47 0.84
H 3.72 -2.10 -3.55
C 0.67 0.25 3.73
H -6.08 0.30 3.48
O 0.07 -1.43 0.91
H -6.39 1.23 1.47
O -2.98 1.68 -1.38
H 2.09 -0.54 6.72
C 2.01 -0.28 5.67
N 0.33 2.65 -2.21
O 2.56 0.74 -0.37
C 2.52 -0.65 -4.61
C 2.14 0.83 -4.58
C -4.88 1.50 -0.01
H 0.62 -0.49 -2.42
H 0.78 -1.24 -5.77
C -4.99 0.37 3.50
H 4.20 -0.42 -3.26
O 0.37 -3.62 0.53
Zn -0.76 0.24 0.11
O -2.44 0.19 2.89
C 0.66 0.57 -2.52
C -0.54 -2.24 -1.25
O -0.32 -3.04 -2.16
H 1.74 -2.59 -5.14
C -3.44 1.35 -0.30
N -2.65 0.83 0.70
N 1.10 2.57 -3.24
H 2.79 -1.06 -2.47
C -3.12 0.55 1.94
H 0.66 -1.73 -4.08
H 3.18 -0.71 -5.49
C 3.35 -1.08 -3.40
C 0.77 -0.09 5.07
N 1.31 1.26 -3.46
N 0.04 1.43 -1.75
H 3.96 0.31 2.95
C 1.35 -1.59 -4.91
N -4.51 0.68 2.17
H 4.14 -0.29 5.34

=====

40
Properties=species:S:1:pos:R:3 method="wB97M-V/def2-TZVPD" homo_ha=-0.447 orbital_gap_ev=7.835 e_above_lowest_kcal_mol=64.02 total_charge=+1
H 1.13 -2.77 0.88
H -3.61 -1.21 -3.01
H -1.20 -1.50 -2.18
C -3.54 0.92 -3.04
C 2.84 0.78 -2.59
C -1.67 -0.54 -2.36
C 1.71 -1.19 5.12
C 1.59 1.73 2.67
H 2.89 0.07 -3.46
H 1.84 -1.36 6.17
C 1.36 -2.03 2.87
H 3.32 1.75 -2.81
H 2.57 2.17 2.91
H 1.45 1.66 1.58
C 1.54 0.36 3.27
N 1.06 -0.45 1.01
H -3.07 2.98 -3.16
H 0.90 -0.74 -2.17
C 1.23 -3.16 1.90
C -5.02 1.12 -3.23
O 1.48 1.23 -2.32
C 1.73 0.13 4.63
C 1.31 -0.71 2.39
C 0.62 -0.36 -0.11
H -5.61 0.67 -2.41
H 0.35 -3.76 2.17
H 1.57 -3.31 4.60
C -2.65 2.00 -2.91
C 1.55 -2.27 4.24
C -2.99 -0.33 -2.81
C 0.63 0.31 -1.86
H 3.25 0.28 -1.69
H 0.79 2.33 3.12
H -5.34 0.67 -4.17
H -5.22 2.18 -3.35
H 1.89 0.99 5.28
C -0.80 0.55 -2.16
H 2.13 -3.80 1.99
C -1.31 1.84 -2.49
H -0.68 2.75 -2.49

=====

47
Properties=species:S:1:pos:R:3 method="wB97M-V/def2-TZVPD" homo_ha=-0.529 orbital_gap_ev=6.906 total_charge=+2
C 2.29 -2.51 -3.47
H -1.72 -2.02 1.58
C -3.48 -1.24 -1.44
H -5.25 -0.04 -1.59
C 3.40 0.19 -4.57
H 3.93 -1.42 -0.88
S 1.14 0.46 -2.34
F 1.28 4.97 1.19
H 1.91 2.53 0.74
H 2.50 0.52 3.27
C 0.41 4.06 0.77
H -3.93 -2.16 -1.78
C -0.83 -1.82 2.15
Rh 0.31 -0.01 -0.18
H 1.27 -1.81 4.50
N -1.56 -0.09 -0.67
H -4.14 2.03 -0.82
C -2.24 1.08 -0.57
H -1.52 -2.10 -1.16
As 2.81 -0.73 -3.00
C -1.78 3.50 0.12
C -1.41 2.17 -0.11
C 2.44 -0.26 2.51
H 2.02 -3.06 -2.57
C 1.14 -0.99 2.59
H 2.59 0.23 -5.28
C -0.07 1.85 0.14
N 0.21 -1.06 1.64
H 4.24 -0.36 -4.99
H 3.71 1.19 -4.29
H 1.44 -2.46 -4.15
H 3.28 -0.94 2.64
C -0.50 -2.23 3.39
N 0.74 -1.70 3.65
C -2.15 -1.22 -1.10
H 4.51 0.19 -1.43
C -0.90 4.45 0.56
H 5.10 -1.30 -2.21
C -3.59 1.10 -0.90
H -1.03 -2.84 4.11
C 0.87 2.76 0.57
H -1.22 5.47 0.73
C -4.20 -0.06 -1.34
H 3.13 -3.01 -3.96
F -3.05 3.85 -0.10
H 2.55 0.22 1.53
C 4.24 -0.82 -1.73

=====

90
Properties=species:S:1:pos:R:3 method="wB97M-V/def2-TZVPD" homo_ha=-0.408 orbital_gap_ev=6.446 total_charge=+1
Br 0.49 6.99 6.25
Br 3.37 -9.25 7.47
H -1.97 0.98 -3.66
H 2.57 -4.93 -0.98
C -0.09 -7.22 5.17
Br 6.78 8.40 9.99
H 1.66 5.13 5.08
Br 2.47 3.76 9.03
H -6.13 0.19 -4.87
Br -5.96 1.83 -10.76
Br -3.65 2.74 5.30
Br 4.66 -8.27 10.25
Br 6.82 6.78 7.20
C -8.64 -0.07 -12.81
C 3.04 -8.41 9.19
Br -0.98 -5.82 4.16
Br 10.63 9.97 4.89
Br 5.16 4.87 10.40
Br 5.33 -5.95 2.83
Br 1.23 6.64 3.14
Br 2.29 -4.49 2.66
Br -7.06 1.69 -7.74
Br -0.95 3.85 6.68
H -5.16 -5.88 -12.43
Br -2.91 -5.59 -13.48
Br -7.57 -1.67 -13.08
Br 0.12 0.86 0.03
Br -3.23 5.91 5.70
C -2.02 -0.18 -3.51
C 1.73 6.22 4.97
H -4.73 1.97 -8.59
S -3.83 -0.78 -3.57
Br 5.12 -6.73 -0.29
B -4.70 -1.31 -1.13
H 4.23 5.28 8.13
O -4.69 -0.28 -2.19
C -5.69 2.39 -8.92
Br 4.22 -8.85 1.96
Br -3.07 -2.01 -8.21
Br -4.43 -3.78 -11.29
H -8.07 0.60 -12.16
H 5.43 8.73 7.92
H -4.14 -3.16 -0.45
Br -5.53 4.32 -8.77
C 1.72 -2.62 2.71
Br 0.53 -4.61 -2.38
Br 3.44 -5.75 -3.16
C 3.76 5.22 9.11
Br 0.91 -2.15 4.41
H -1.39 -0.72 -4.36
H 1.34 1.00 2.20
Br -10.31 -0.47 -11.89
Br 1.30 -8.09 4.13
C 6.49 8.49 8.07
Br 7.50 9.93 7.24
Br 0.55 3.36 2.02
Br -0.98 0.72 3.05
Br 0.57 -6.57 6.88
H -0.85 -0.94 -8.62
H -1.89 4.25 4.40
H 2.69 -7.39 8.99
Br -1.96 0.89 -7.34
H -1.07 -1.90 0.18
H 9.70 10.38 2.61
C -1.02 -1.22 -0.80
H 2.62 -2.01 2.60
Br -5.74 -4.22 -14.20
H -5.80 -1.17 0.52
C -4.63 -4.99 -12.80
Br 3.57 6.71 5.35
Br 2.89 6.93 9.42
C -1.29 -0.62 -2.07
C -1.87 -0.54 -8.65
C 5.42 -7.38 1.52
Br 7.93 8.86 3.51
C 0.39 1.43 1.87
O -4.87 -0.82 0.28
Br 0.56 -2.18 1.21
Br -8.95 0.89 -14.48
Br 1.61 -9.31 10.16
Br 8.35 12.03 3.91
O -4.51 -2.76 -1.31
Br -2.17 0.11 -10.46
S -4.75 0.30 -5.19
Br 3.14 -2.74 -2.04
C -2.36 4.19 5.38
C 2.44 -4.56 -2.00
H 6.44 -7.78 1.55
C 9.22 10.32 3.59
H -0.85 -7.98 5.39